(1)
A 2-piece molecular cluster, C4H11N2 overall in a non-equilibrium geometry, computed with ωB97M-V/def2-TZVPD.

The geometry in XYZ format:
```
17
Properties=species:S:1:pos:R:3
H -1.587 -3.297 0.558
H 0.753 -1.583 1.336
H -0.144 1.563 -1.906
H -2.737 -2.367 -0.171
C 0.072 -1.060 0.676
H 1.289 0.943 -2.513
H 1.311 1.688 1.593
H -2.312 -2.044 1.588
C 1.247 0.916 -0.481
H 1.930 2.777 0.508
C -1.973 -2.284 0.483
H 0.351 2.532 0.335
H -1.407 -0.382 -0.572
H 2.248 0.388 -0.416
C -1.063 -1.211 0.060
N 0.782 1.354 -1.723
N 1.240 2.066 0.647
```

Properties
Spin multiplicity ... 3
Energy relative to the best compared isomer or geometry (same formula, charge and spin) ... 55.3 kcal/mol
Net charge ... +1
Total energy ... -268.04127 a.u.
Expectation value of S² ... 2.02
HOMO level (spin up / spin down) ... -10.9 / -12.8 eV

The net atomic charges from natural (NBO), expressed in e, are: atom 1 (H): 0.239, atom 2 (H): 0.192, atom 3 (H): 0.405, atom 4 (H): 0.223, atom 5 (C): -0.139, atom 6 (H): 0.427, atom 7 (H): 0.457, atom 8 (H): 0.230, atom 9 (C): 0.175, atom 10 (H): 0.431, atom 11 (C): -0.641, atom 12 (H): 0.447, atom 13 (H): 0.199, atom 14 (H): 0.209, atom 15 (C): -0.298, atom 16 (N): -0.805, atom 17 (N): -0.749

=====

(2)
C8H12F3MoN11O6S as an isolated structure in a non-equilibrium geometry, computed with ωB97M-V/def2-TZVPD.

The geometry in XYZ format:
```
42
Properties=species:S:1:pos:R:3
H -3.363 1.711 1.376
H -0.817 -1.954 2.328
H 1.840 1.101 1.641
O -1.022 2.349 -2.311
N -1.440 1.560 0.509
C -2.608 0.721 -3.789
Mo -0.269 -0.357 -0.285
N 0.840 -1.750 -1.005
C 0.095 -0.582 3.800
C 2.358 0.489 -1.631
N -2.607 1.076 1.155
H -1.671 2.080 -0.343
O 0.256 0.752 -3.713
N 2.979 1.619 -1.791
H -0.796 0.046 3.773
N 1.282 0.675 -0.760
H 1.252 1.280 3.933
O -1.756 -0.884 0.522
N 2.663 -0.719 -2.159
C 1.386 0.247 3.624
C 0.126 -1.494 2.595
H 0.900 -2.258 2.687
H 0.086 -1.144 4.731
F -2.903 1.456 -4.805
H -0.975 2.229 1.120
N 0.211 -2.985 -1.083
F -2.596 -0.557 -4.085
O 0.574 -0.568 1.507
H 2.196 -0.176 4.214
N 1.849 -2.958 -2.518
C 1.854 -1.790 -1.947
H 3.415 -0.782 -2.839
F -3.435 0.959 -2.767
S -0.920 1.117 -3.018
C 1.726 0.140 2.129
H 2.608 -0.477 1.958
N 1.333 2.043 -0.430
O -3.846 -0.830 1.447
C -2.882 -0.267 1.081
O -1.075 -0.003 -1.824
N 0.833 -3.646 -1.970
N 2.320 2.527 -1.056
```

Properties
Energy relative to the best compared isomer or geometry (same formula, charge and spin) ... 28.7 kcal/mol
Net charge ... +2
Total energy ... -2130.99853 a.u.
HOMO level ... -16.7 eV

The net atomic charges from natural (NBO), expressed in e, are: atom 1 (H): 0.448, atom 2 (H): 0.237, atom 3 (H): 0.232, atom 4 (O): -0.873, atom 5 (N): -0.612, atom 6 (C): 0.825, atom 7 (Mo): 1.993, atom 8 (N): -0.407, atom 9 (C): -0.431, atom 10 (C): 0.535, atom 11 (N): -0.482, atom 12 (H): 0.439, atom 13 (O): -0.821, atom 14 (N): -0.253, atom 15 (H): 0.220, atom 16 (N): -0.467, atom 17 (H): 0.250, atom 18 (O): -0.503, atom 19 (N): -0.536, atom 20 (C): -0.443, atom 21 (C): -0.069, atom 22 (H): 0.232, atom 23 (H): 0.276, atom 24 (F): -0.235, atom 25 (H): 0.436, atom 26 (N): -0.061, atom 27 (F): -0.265, atom 28 (O): -0.532, atom 29 (H): 0.256, atom 30 (N): -0.241, atom 31 (C): 0.510, atom 32 (H): 0.489, atom 33 (F): -0.293, atom 34 (S): 2.231, atom 35 (C): -0.075, atom 36 (H): 0.228, atom 37 (N): -0.105, atom 38 (O): -0.426, atom 39 (C): 0.858, atom 40 (O): -0.738, atom 41 (N): 0.087, atom 42 (N): 0.085

=====

(3)
One molecule with the formula C6H11N in a non-equilibrium geometry, computed with ωB97M-V/def2-TZVPD.

The geometry in XYZ format:
```
18
Properties=species:S:1:pos:R:3
H -2.541 1.828 1.308
C -1.384 0.553 0.121
H 0.616 -0.800 -2.084
C -1.560 1.452 1.067
H 1.268 1.074 0.949
H -2.249 0.118 -0.369
H 1.217 -2.816 1.167
C 1.105 0.990 -0.121
H -1.018 -0.568 -2.136
C 0.148 -1.363 0.092
C 1.177 -1.800 0.809
H -0.736 -1.986 -0.015
H -0.740 1.943 1.567
N -0.159 -0.087 -1.876
H 2.017 -1.178 1.067
H 0.892 1.970 -0.541
C -0.066 0.061 -0.421
H 2.013 0.608 -0.583
```

Properties
Energy relative to the best compared isomer or geometry (same formula, charge and spin) ... 36.0 kcal/mol
Total energy ... -289.91424 a.u.
HOMO level ... -9.2 eV
Structure (SMILES) ... C=CC(C)(N)C=C

The net atomic charges from natural (NBO), expressed in e, are: atom 1 (H): 0.202, atom 2 (C): -0.161, atom 3 (H): 0.358, atom 4 (C): -0.382, atom 5 (H): 0.209, atom 6 (H): 0.193, atom 7 (H): 0.201, atom 8 (C): -0.612, atom 9 (H): 0.353, atom 10 (C): -0.175, atom 11 (C): -0.408, atom 12 (H): 0.196, atom 13 (H): 0.194, atom 14 (N): -0.806, atom 15 (H): 0.195, atom 16 (H): 0.229, atom 17 (C): 0.000, atom 18 (H): 0.214

=====

(4)
A 2-piece molecular cluster, BrClFN overall in a non-equilibrium geometry, computed with ωB97M-V/def2-TZVPD.

The geometry in XYZ format:
```
4
Properties=species:S:1:pos:R:3
F 0.036 0.981 -0.430
Cl -2.056 -1.539 -0.140
Br 1.705 -1.021 -0.096
N 0.472 0.222 0.484
```

Properties
Energy relative to the best compared isomer or geometry (same formula, charge and spin) ... 41.9 kcal/mol
Total energy ... -3188.61792 a.u.
HOMO level (spin up / spin down) ... -11.1 / -10.1 eV

The net atomic charges from natural (NBO), expressed in e, are: atom 1 (F): -0.165, atom 2 (Cl): -0.023, atom 3 (Br): 0.184, atom 4 (N): 0.004

=====

(5)
A 2-piece molecular cluster, C4H13NOS overall, computed with ωB97M-V/def2-TZVPD.

The geometry in XYZ format:
```
20
Properties=species:S:1:pos:R:3
S 0.647 0.102 1.961
C -1.340 -0.335 -1.273
H -1.577 -0.571 1.524
C -1.665 -0.587 -2.726
H 0.424 -2.615 0.522
H 1.622 -0.497 1.272
H -0.750 -1.756 2.524
C -0.427 -1.950 0.349
H -2.551 -0.048 -3.068
H -1.840 -1.646 -2.901
H 0.614 -0.578 -0.687
C -0.655 -1.147 1.635
N -0.189 -1.171 -0.866
H 2.429 3.815 0.106
H -0.825 -0.314 -3.362
H -1.265 -2.608 0.125
H 2.794 3.685 -1.375
O 2.528 4.327 -0.707
H -2.174 -0.611 -0.639
H -1.080 0.714 -1.157
```

Properties
Energy relative to the best compared isomer or geometry (same formula, charge and spin) ... 18.4 kcal/mol
Total energy ... -688.35941 a.u.
HOMO level ... -9.1 eV
Structure (SMILES) ... CCNCCS.O

The net atomic charges from natural (NBO), expressed in e, are: atom 1 (S): -0.058, atom 2 (C): -0.229, atom 3 (H): 0.214, atom 4 (C): -0.605, atom 5 (H): 0.196, atom 6 (H): 0.108, atom 7 (H): 0.221, atom 8 (C): -0.230, atom 9 (H): 0.204, atom 10 (H): 0.206, atom 11 (H): 0.353, atom 12 (C): -0.527, atom 13 (N): -0.627, atom 14 (H): 0.470, atom 15 (H): 0.206, atom 16 (H): 0.202, atom 17 (H): 0.467, atom 18 (O): -0.937, atom 19 (H): 0.177, atom 20 (H): 0.188

=====

(6)
C24H32BIrN7O2 as an isolated structure in a non-equilibrium geometry, computed with ωB97M-V/def2-TZVPD.

The geometry in XYZ format:
```
67
Properties=species:S:1:pos:R:3
C -3.551 -1.405 -1.860
H 1.527 4.376 -0.883
H -4.366 0.688 2.011
H 1.611 0.873 -2.236
B -2.963 0.721 -0.468
H 0.670 -0.847 5.407
C 1.973 3.517 -1.384
H -3.250 -3.324 -2.905
H -2.865 0.000 4.179
H 1.160 -2.414 3.455
C -0.295 -3.081 -2.297
C -0.092 -3.100 -3.834
O 1.861 -1.239 -0.370
N -0.780 1.705 -1.331
C -0.349 2.801 -1.987
H -1.050 -1.181 5.239
C -3.316 0.451 2.072
C 1.928 2.043 1.849
C -0.057 -0.624 3.392
H 1.015 3.689 -3.295
H 0.385 -2.152 1.883
N -2.662 -0.600 -1.249
H 4.967 -0.278 1.931
C 3.035 2.444 2.569
C 2.982 0.089 1.232
H -1.411 4.641 -2.603
H -1.367 -4.994 -2.267
H -0.565 -2.733 3.266
C -0.241 -0.530 4.903
N -1.267 0.130 1.333
C -1.428 3.671 -2.136
C 0.249 -2.073 2.965
C 4.156 1.621 2.600
H -4.600 -1.163 -1.910
H 3.019 3.388 3.095
C -0.510 -4.519 -1.786
H 0.375 -5.108 -2.019
H 0.030 -2.091 -4.227
H 0.807 -0.025 3.108
H 2.168 2.741 -0.642
C 1.609 1.641 -3.028
C -2.548 0.092 3.155
H 0.804 -3.677 -4.054
Ir 0.259 0.117 -0.305
N -1.402 -1.107 -1.322
H 1.018 1.265 -3.863
C -2.855 -2.484 -2.355
H 2.640 1.765 -3.356
C -2.511 3.030 -1.560
C -1.463 -2.250 -1.985
H -3.538 3.349 -1.471
H -0.473 0.489 5.214
H -0.938 -3.572 -4.336
N -2.109 1.843 -1.086
C 1.057 2.961 -2.483
N -2.533 0.463 0.980
C 4.134 0.408 1.925
C 2.848 -1.250 0.478
H -4.118 0.976 -0.526
C -1.252 -0.115 2.653
H 1.032 2.649 1.800
H 0.587 -2.647 -1.824
H 2.924 3.827 -1.814
N 1.917 0.880 1.184
O 3.609 -2.140 0.738
H 5.040 1.921 3.148
H -0.671 -4.536 -0.708
```

Properties
Spin multiplicity ... 6
Net charge ... +2
Total energy ... -1596.09451 a.u.
Expectation value of S² ... 8.78
HOMO level (spin up / spin down) ... -14.7 / -15.2 eV

The net atomic charges from natural (NBO), expressed in e, are: atom 1 (C): -0.019, atom 2 (H): 0.226, atom 3 (H): 0.249, atom 4 (H): 0.159, atom 5 (B): 0.512, atom 6 (H): 0.235, atom 7 (C): -0.593, atom 8 (H): 0.270, atom 9 (H): 0.264, atom 10 (H): 0.237, atom 11 (C): -0.294, atom 12 (C): -0.588, atom 13 (O): -0.730, atom 14 (N): -0.444, atom 15 (C): 0.249, atom 16 (H): 0.217, atom 17 (C): 0.040, atom 18 (C): 0.045, atom 19 (C): -0.261, atom 20 (H): 0.246, atom 21 (H): 0.187, atom 22 (N): -0.111, atom 23 (H): 0.272, atom 24 (C): -0.226, atom 25 (C): 0.096, atom 26 (H): 0.266, atom 27 (H): 0.216, atom 28 (H): 0.223, atom 29 (C): -0.606, atom 30 (N): -0.415, atom 31 (C): -0.311, atom 32 (C): -0.593, atom 33 (C): -0.112, atom 34 (H): 0.278, atom 35 (H): 0.254, atom 36 (C): -0.594, atom 37 (H): 0.255, atom 38 (H): 0.220, atom 39 (H): 0.214, atom 40 (H): 0.190, atom 41 (C): -0.570, atom 42 (C): -0.318, atom 43 (H): 0.256, atom 44 (Ir): 1.711, atom 45 (N): -0.401, atom 46 (H): 0.227, atom 47 (C): -0.057, atom 48 (H): 0.249, atom 49 (C): 0.074, atom 50 (C): 0.379, atom 51 (H): 0.254, atom 52 (H): 0.222, atom 53 (H): 0.218, atom 54 (N): -0.328, atom 55 (C): -0.276, atom 56 (N): -0.338, atom 57 (C): -0.190, atom 58 (C): 0.750, atom 59 (H): 0.013, atom 60 (C): 0.237, atom 61 (H): 0.221, atom 62 (H): 0.260, atom 63 (H): 0.241, atom 64 (N): -0.527, atom 65 (O): -0.509, atom 66 (H): 0.252, atom 67 (H): 0.227

=====

(7)
C15H34N8Pd as an isolated structure, computed with ωB97M-V/def2-TZVPD.

The geometry in XYZ format:
```
58
Properties=species:S:1:pos:R:3
H -2.589 -0.026 -4.089
N -3.256 -0.460 -2.123
C 0.959 -1.129 -1.669
H 1.712 -1.122 -2.459
C -4.520 -1.188 -2.026
C -2.549 -2.299 0.837
H -4.522 -2.051 -2.694
C -2.980 0.472 -3.201
H 1.050 -0.150 2.930
H -2.267 1.219 -2.862
H 2.015 0.722 1.944
C 3.606 -2.340 -0.984
H 4.936 1.864 -0.573
N 1.427 -0.356 -0.507
Pd -0.139 0.179 0.679
N 3.193 1.024 0.252
N -1.839 0.781 1.710
C 4.664 1.058 0.109
H -0.782 -1.037 -2.928
H 2.824 3.032 0.718
N -3.157 -1.394 -0.119
C -2.462 -0.723 -1.074
H 2.816 2.678 -1.016
H 0.736 -2.166 -1.409
C -1.731 2.032 2.509
H -5.349 -0.538 -2.298
C 0.753 1.883 3.073
H 1.449 2.174 -0.009
H 4.460 -2.830 -0.518
H -3.906 0.977 -3.469
H -0.870 1.027 4.209
H 2.699 -2.716 -0.519
N -1.189 -0.378 -0.955
C -4.551 -1.585 -0.547
C 2.715 -0.115 -0.366
H -2.160 0.036 2.324
H -2.940 -3.306 0.692
H 3.603 -2.587 -2.045
H -2.566 0.891 1.009
H -2.764 -2.015 1.870
H -1.471 -2.313 0.689
H 5.143 1.246 1.067
C 2.528 2.300 -0.031
H 0.927 2.733 2.410
H -4.844 -2.623 -0.404
N 3.717 -0.904 -0.762
C -0.314 -0.453 -2.135
C -0.674 1.911 3.590
H -0.771 2.767 4.258
N 1.061 0.652 2.303
H -0.074 0.539 -2.528
H -5.225 -0.956 0.035
H -1.492 2.845 1.822
H 1.450 1.965 3.907
C 5.025 -0.313 -0.470
H 5.635 -0.244 -1.369
H 5.549 -0.942 0.251
H -2.699 2.250 2.961
```

Properties
Energy relative to the best compared isomer or geometry (same formula, charge and spin) ... 0.0 kcal/mol
Net charge ... +2
Total energy ... -1157.44827 a.u.
HOMO level ... -14.6 eV

The net atomic charges from natural (NBO), expressed in e, are: atom 1 (H): 0.217, atom 2 (N): -0.389, atom 3 (C): -0.219, atom 4 (H): 0.217, atom 5 (C): -0.217, atom 6 (C): -0.410, atom 7 (H): 0.215, atom 8 (C): -0.412, atom 9 (H): 0.400, atom 10 (H): 0.220, atom 11 (H): 0.423, atom 12 (C): -0.414, atom 13 (H): 0.215, atom 14 (N): -0.645, atom 15 (Pd): 0.820, atom 16 (N): -0.444, atom 17 (N): -0.768, atom 18 (C): -0.225, atom 19 (H): 0.216, atom 20 (H): 0.223, atom 21 (N): -0.415, atom 22 (C): 0.666, atom 23 (H): 0.214, atom 24 (H): 0.197, atom 25 (C): -0.225, atom 26 (H): 0.229, atom 27 (C): -0.225, atom 28 (H): 0.212, atom 29 (H): 0.231, atom 30 (H): 0.231, atom 31 (H): 0.213, atom 32 (H): 0.217, atom 33 (N): -0.657, atom 34 (C): -0.219, atom 35 (C): 0.670, atom 36 (H): 0.396, atom 37 (H): 0.227, atom 38 (H): 0.224, atom 39 (H): 0.408, atom 40 (H): 0.192, atom 41 (H): 0.223, atom 42 (H): 0.227, atom 43 (C): -0.420, atom 44 (H): 0.208, atom 45 (H): 0.228, atom 46 (N): -0.381, atom 47 (C): -0.232, atom 48 (C): -0.436, atom 49 (H): 0.261, atom 50 (N): -0.784, atom 51 (H): 0.200, atom 52 (H): 0.212, atom 53 (H): 0.213, atom 54 (H): 0.223, atom 55 (C): -0.218, atom 56 (H): 0.229, atom 57 (H): 0.215, atom 58 (H): 0.223

=====

Look up the total energy of the second one. -2130.99853 a.u.

=====

What is the total energy in the seventh record? -1157.44827 a.u.